Entry from the Open Molecules 2025 dataset: an isolated ion of composition C8H16NO2 and charge +1 in a non-equilibrium geometry (ωB97M-V/def2-TZVPD).

Geometry (Å):
1 C 2.62837 -1.27662 0.11646
2 N 2.40582 0.09749 -0.10385
3 C 3.31727 0.74320 -1.02432
4 C 1.46022 0.78904 0.44906
5 C 0.47038 0.38141 1.50501
6 C -1.00703 0.11319 0.91049
7 O -0.95932 -0.93279 0.04471
8 C -1.95391 -1.03299 -0.99429
9 C -3.27224 -0.42329 -0.44725
10 C -3.08896 1.03164 0.07556
11 O -1.62989 1.19780 0.32644
12 H 3.57662 -1.48392 -0.34325
13 H 2.88092 -1.20027 1.19409
14 H 1.85051 -2.02416 -0.06654
15 H 2.89851 1.70673 -1.35190
16 H 4.36407 0.84227 -0.65609
17 H 3.27045 0.30319 -2.00613
18 H 1.36919 1.86337 0.09044
19 H 0.49897 1.13546 2.26643
20 H 0.63217 -0.56190 1.88906
21 H -1.51956 -0.07418 2.02118
22 H -2.16922 -2.08586 -1.05897
23 H -1.58905 -0.60696 -1.90043
24 H -3.93632 -0.43203 -1.23658
25 H -3.62544 -1.07502 0.28920
26 H -3.07684 1.77785 -0.80628
27 H -3.79570 1.22735 0.81775

Properties
Net charge: +1
Energy relative to the best compared isomer or geometry (same formula, charge and spin): 205.1 kJ/mol
Total energy: -14131.4807 eV
Orbital gap: 9.04 eV
Structure (SMILES): C[N+](C)=CCC1OCCCO1
HOMO level: -13.162 eV